Record 1
The following is a quantum chemistry calculation of a cluster of 2 separate species, C4H6NO3 in total, from the Open Molecules 2025 dataset.

* HOMO energy (alpha / beta): 0.7 / 0.1 eV
* energy above the lowest of the compared OMol25 structures with the same formula, charge and spin: 120.6 kJ/mol
* gap between HOMO and LUMO (alpha / beta): 6.40 / 6.92 eV

The geometry in ORCA input format:
```
! RIJCOSX wB97M-V def2-TZVPD def2/J DEFGRID3
* xyz -2 2
O 1.094 0.918 -1.639
C 1.019 0.024 -0.719
C 1.449 0.335 0.797
C -0.006 0.153 0.433
C -2.696 -0.104 -0.687
O -2.790 -1.324 -0.409
O -3.227 0.868 -0.104
N 2.059 -0.665 1.519
H 1.250 -1.005 -1.024
H -2.079 0.107 -1.597
H -0.636 1.027 0.430
H -0.365 -0.769 0.861
H 1.915 1.318 0.913
H 3.012 -0.883 1.226
*
```


Record 2
The following is a quantum chemistry calculation of a cluster of 3 separate species, C3H11NS in total, from the Open Molecules 2025 dataset.

* HOMO energy (alpha / beta): -0.5 / -3.2 eV
* energy above the lowest of the compared OMol25 structures with the same formula, charge and spin: 193.0 kJ/mol
* gap between HOMO and LUMO (alpha / beta): 4.81 / 7.45 eV

The geometry in ORCA input format:
```
! RIJCOSX wB97M-V def2-TZVPD def2/J DEFGRID3
* xyz -1 2
C -1.098 -1.536 2.597
S -0.615 -1.639 0.521
H -0.334 -0.934 3.089
H -2.167 -1.157 2.622
H -1.016 -2.598 2.766
C 0.938 1.656 -0.433
C -0.024 0.980 -1.403
N 0.519 -0.196 -2.072
H 0.448 2.551 -0.092
H 1.170 1.010 0.431
H 1.887 1.937 -0.977
H -0.928 0.712 -0.773
H -0.403 1.681 -2.198
H 0.886 -0.931 -1.434
H -0.198 -0.707 -2.573
H 0.936 -0.830 -0.070
*
```


Record 3
The following is a quantum chemistry calculation of a cluster of 2 separate species, CH3OS2 in total, from the Open Molecules 2025 dataset.

* HOMO energy (alpha / beta): -3.8 / -2.4 eV
* energy above the lowest of the compared OMol25 structures with the same formula, charge and spin: 158.5 kJ/mol
* gap between HOMO and LUMO (alpha / beta): 7.65 / 5.08 eV

The geometry in ORCA input format:
```
! RIJCOSX wB97M-V def2-TZVPD def2/J DEFGRID3
* xyz -1 1
C -2.135 0.297 0.043
O 2.677 -1.996 -0.300
S 2.943 0.921 -0.523
S 2.648 -0.740 0.585
H -2.990 0.752 0.452
H -1.812 0.684 -0.889
H -1.330 0.082 0.633
*
```


Record 4
The following is a quantum chemistry calculation of the molecule C6H10O, from the Open Molecules 2025 dataset.

* HOMO energy: -8.8 eV
* SMILES: C=COC/C=C\C
* energy above the lowest of the compared OMol25 structures with the same formula, charge and spin: 146.9 kJ/mol
* gap between HOMO and LUMO: 9.85 eV

The geometry in ORCA input format:
```
! RIJCOSX wB97M-V def2-TZVPD def2/J DEFGRID3
* xyz 0 1
C -2.172 -0.025 0.166
C -1.221 0.670 -0.767
C 0.741 1.010 0.801
C 0.043 1.014 -0.529
C 1.149 -1.614 -0.306
C 2.120 -0.766 0.018
O 2.003 0.339 0.800
H -3.172 0.419 0.145
H -1.831 -0.046 1.205
H -2.282 -1.068 -0.164
H -1.591 0.822 -1.780
H 0.997 2.046 1.046
H 0.096 0.631 1.602
H 0.660 1.349 -1.363
H 1.313 -2.365 -1.068
H 0.157 -1.539 0.122
H 3.135 -0.855 -0.364
*
```


Record 5
The following is a quantum chemistry calculation of the molecule C21H23FN2O5S, from the Open Molecules 2025 dataset.

* HOMO energy: -8.6 eV
* SMILES: COc1ccc(/C=C/C(=O)Nc2cc(F)ccc2C)cc1S(=O)(=O)N1CCOCC1
* energy above the lowest of the compared OMol25 structures with the same formula, charge and spin: 211.2 kJ/mol
* gap between HOMO and LUMO: 8.59 eV

The geometry in ORCA input format:
```
! RIJCOSX wB97M-V def2-TZVPD def2/J DEFGRID3
* xyz 0 1
C 3.392 4.359 0.841
H 2.855 4.683 1.737
H 4.460 4.336 1.046
O 3.050 3.036 0.487
C 1.779 2.749 0.172
C 0.711 3.649 0.156
C -0.558 3.216 -0.175
C -0.809 1.887 -0.516
C 0.271 0.997 -0.522
C 1.528 1.417 -0.172
S 2.932 0.299 -0.101
O 3.354 0.214 1.268
O 3.887 0.678 -1.099
N 2.208 -1.145 -0.584
C 1.770 -2.004 0.501
H 1.381 -1.368 1.296
C 2.930 -2.856 1.025
H 2.576 -3.597 1.743
O 3.540 -3.584 -0.019
C 4.028 -2.723 -1.025
H 4.484 -3.366 -1.780
C 2.897 -1.885 -1.625
H 3.294 -1.160 -2.333
H 2.165 -2.533 -2.118
H 4.786 -2.043 -0.608
H 3.662 -2.192 1.505
H 0.973 -2.649 0.115
H 0.123 -0.038 -0.788
C -2.127 1.359 -0.815
C -3.302 1.933 -0.548
C -4.598 1.290 -0.858
O -5.533 1.890 -1.347
N -4.692 -0.051 -0.596
C -3.781 -0.879 0.081
C -3.349 -2.041 -0.554
C -2.430 -2.856 0.073
C -1.927 -2.555 1.326
C -2.395 -1.420 1.961
C -3.327 -0.575 1.371
C -3.829 0.613 2.131
H -3.921 0.365 3.187
H -4.798 0.937 1.761
H -3.133 1.447 2.042
H -2.035 -1.186 2.951
H -1.204 -3.206 1.791
F -2.000 -3.965 -0.563
H -3.716 -2.298 -1.537
H -5.503 -0.501 -1.004
H -3.379 2.939 -0.163
H -2.113 0.370 -1.255
H -1.366 3.931 -0.184
H 0.866 4.687 0.403
H 3.194 5.055 0.020
*
```


Record 6
The following is a quantum chemistry calculation of a structure of composition C2H2O2Tl, from the Open Molecules 2025 dataset.

* HOMO energy (alpha / beta): -21.4 / -23.5 eV
* gap between HOMO and LUMO (alpha / beta): 7.17 / 8.90 eV

The geometry in ORCA input format:
```
! RIJCOSX wB97M-V def2-TZVPD def2/J DEFGRID3
* xyz 2 2
H -2.204 -0.163 -0.878
O 0.243 -1.299 0.485
C -1.013 -1.074 0.296
C -1.394 0.238 -0.140
O -0.489 1.061 -0.471
H -1.765 -1.696 0.805
Tl 1.396 0.382 0.179
*
```


Record 7
The following is a quantum chemistry calculation of a structure of composition C6H10O, from the Open Molecules 2025 dataset.

* HOMO energy (alpha / beta): -8.4 / -8.6 eV
* energy above the lowest of the compared OMol25 structures with the same formula, charge and spin: 470.4 kJ/mol
* gap between HOMO and LUMO (alpha / beta): 8.62 / 8.89 eV

The geometry in ORCA input format:
```
! RIJCOSX wB97M-V def2-TZVPD def2/J DEFGRID3
* xyz 0 1
C -1.121 1.120 -1.492
C -0.249 0.333 -0.524
C -0.787 -0.305 0.783
C 0.484 0.339 1.331
C 1.535 -0.695 1.292
C 0.436 -0.935 -0.954
O 0.660 1.192 0.175
H -0.540 1.435 -2.364
H -1.497 2.024 -0.998
H -1.982 0.540 -1.842
H -0.500 -1.372 0.613
H -1.776 -0.109 1.204
H 0.360 0.942 2.236
H 1.392 -1.558 1.952
H 2.555 -0.294 1.393
H 1.379 -1.047 -1.450
H -0.349 -1.610 -1.354
*
```


Record 8
The following is a quantum chemistry calculation of a structure of composition C19H30CoN4O11, from the Open Molecules 2025 dataset.

* HOMO energy (alpha / beta): 0.0 / 0.0 eV
* gap between HOMO and LUMO (alpha / beta): 3.59 / 3.60 eV

The geometry in ORCA input format:
```
! RIJCOSX wB97M-V def2-TZVPD def2/J DEFGRID3
* xyz -2 4
Co 1.037 0.330 0.376
C -0.657 5.051 -2.400
C -1.860 4.733 -3.063
C -2.544 3.365 -2.737
O -3.540 3.004 -3.383
C -1.982 2.652 -1.644
C -0.765 2.942 -1.016
C -0.053 4.232 -1.426
O 1.011 4.517 -0.877
O -0.333 2.069 -0.204
O -2.494 5.505 -3.808
H -0.113 5.952 -2.656
H -2.589 1.816 -1.292
C 2.979 1.922 1.072
O 2.308 1.117 1.850
O 3.513 3.008 1.380
O 2.770 1.629 -0.195
C -0.417 0.236 3.198
O -0.222 0.175 2.013
N -0.658 -0.842 4.002
C -0.610 -0.709 5.427
C -0.952 -2.127 3.416
H -0.224 1.137 3.801
H -0.065 -1.538 5.884
H -1.619 -0.625 5.856
H -0.130 0.199 5.795
H -0.714 -2.170 2.356
H -0.239 -2.854 3.837
H -1.950 -2.460 3.711
C 1.379 -0.801 -3.046
O 1.590 -0.367 -1.938
N 0.735 -0.096 -3.995
C 0.412 -0.674 -5.281
C 0.239 1.261 -3.809
H 1.642 -1.827 -3.366
H -0.651 -0.923 -5.363
H 0.996 -1.553 -5.557
H 0.637 0.095 -6.024
H 0.716 1.922 -4.542
H -0.838 1.255 -3.965
H 0.548 1.700 -2.866
C -1.616 -1.228 -1.162
O -0.691 -0.827 -0.504
N -2.915 -1.122 -0.781
C -3.972 -1.575 -1.636
C -3.260 -0.400 0.434
H -1.570 -1.738 -2.142
H -4.589 -0.740 -1.978
H -4.601 -2.366 -1.214
H -3.594 -2.042 -2.550
H -2.371 0.193 0.660
H -4.092 0.278 0.244
H -3.498 -1.068 1.265
C 2.717 -2.345 1.122
O 1.900 -1.507 0.832
N 3.323 -2.446 2.319
C 4.260 -3.508 2.616
C 2.950 -1.549 3.403
H 3.096 -3.085 0.393
H 4.356 -3.609 3.696
H 5.252 -3.273 2.219
H 3.925 -4.472 2.229
H 2.188 -0.857 3.046
H 2.694 -2.055 4.338
H 3.813 -0.915 3.631
*
```


Maximum force list, top to bottom, in eV Å⁻¹: 2.3 2.9 2.7 0.3 1.2 7.9 2.0 3.6